Here is a 11-piece molecular cluster, C32H62BClF3O42S11 overall in a non-equilibrium geometry from the OMol25 dataset. Energies are from wB97M-V/def2-TZVPD.

Structure (XYZ):
```
152
Properties=species:S:1:pos:R:3:forces:R:3
C 3.995537 -8.015833 2.733937 0.031 0.659 -1.210
C 4.171240 -6.472916 2.265052 -0.054 -1.179 -0.670
S 2.647961 -5.433437 2.642397 0.633 -0.822 -0.689
C 1.456991 -5.894481 1.252803 -0.582 -1.219 0.379
B 1.146565 -4.668648 0.202762 0.479 0.061 0.599
C 0.086023 -5.015337 -1.007101 -0.723 -0.312 -0.688
C -0.756674 -6.365745 -0.873221 -0.910 0.703 -0.945
C -2.115067 -6.232847 -0.047244 0.384 -0.993 -0.645
F -2.009507 -6.562612 1.296407 -0.469 0.908 -2.249
F -3.001448 -7.218688 -0.602868 0.768 1.301 1.031
F -2.773787 -5.021016 -0.213551 1.033 -2.113 0.631
C 0.440832 -3.459121 1.108956 0.547 1.237 -0.864
O -0.821920 -3.883607 1.727689 0.122 1.219 2.036
C -0.934507 -3.423887 3.045107 0.028 -1.706 1.507
C -0.823176 -1.895066 3.474765 0.553 -0.142 -0.700
O -1.101373 -4.256767 3.943984 -0.078 1.841 -1.995
C 2.592189 -4.208259 -0.466137 1.231 1.406 -0.563
C 2.990803 -2.669706 -0.230443 0.585 -1.173 0.623
C 3.722251 -2.408485 1.179613 0.401 1.104 -1.315
Cl 4.311122 -2.301662 -1.512355 -0.330 -0.100 0.235
H 4.364928 -8.207050 3.783579 -0.651 0.211 -1.133
H 4.561302 -8.672073 1.983261 -0.570 0.766 1.220
H 2.897268 -8.256812 2.575307 1.346 0.125 0.583
H 4.320233 -6.525881 1.130694 -0.313 0.362 1.516
H 5.112594 -6.005954 2.690526 -1.283 -0.386 -0.295
H 0.484042 -6.155045 1.775323 1.160 0.021 -0.342
H 1.846822 -6.851962 0.779526 -0.330 1.011 0.556
H -0.624321 -4.116423 -1.088374 0.615 -1.416 -0.074
H 0.594134 -5.065128 -2.035290 -0.581 -0.071 1.417
H -0.167988 -7.269942 -0.522166 -0.676 1.257 0.027
H -1.097686 -6.630489 -1.936611 0.140 0.249 1.521
H 0.170802 -2.633752 0.356201 0.413 -0.572 1.260
H 1.111407 -3.075326 1.937379 -0.638 -0.244 -1.033
H -1.841804 -1.409464 3.535802 1.114 -0.740 -0.203
H -0.343381 -1.833661 4.508614 -0.707 -0.280 -1.476
H -0.183974 -1.326345 2.727916 -0.875 -0.594 0.919
H 2.630138 -4.353285 -1.604106 -0.267 0.154 1.508
H 3.486042 -4.812235 -0.074704 -1.178 0.825 -0.421
H 2.163511 -1.935500 -0.450759 1.001 -0.828 0.265
H 4.471714 -1.565852 0.972788 -1.010 -1.084 0.453
H 4.312776 -3.324960 1.465112 -0.932 1.008 -0.078
H 3.029144 -2.017743 1.980380 0.662 -0.879 -0.794
C -4.909951 0.543618 6.273096 -0.289 0.348 -0.499
C -4.293704 -0.248916 5.130743 -0.443 -0.513 0.161
O -2.910158 0.103725 5.137562 0.139 0.698 0.828
S -2.447830 0.403684 6.664915 -0.134 -0.249 -0.220
O -1.830808 -0.775523 7.188619 -0.224 0.979 -0.123
O -1.822991 1.689410 6.703614 -0.155 -0.877 0.003
O -3.929767 0.527467 7.312546 0.678 -0.354 -0.257
H -5.083346 1.583690 5.983281 -0.050 -0.059 -0.033
H -5.843843 0.104629 6.622225 0.200 -0.020 0.138
H -4.746148 -0.011895 4.168565 0.305 0.073 0.048
H -4.368710 -1.325030 5.311651 -0.072 0.042 -0.032
C -6.939671 0.624032 0.877910 -0.392 -0.436 -0.389
C -8.300681 1.292890 0.950625 0.350 0.693 -0.736
O -8.716064 1.137743 2.311442 0.661 -0.544 0.719
S -7.411506 1.160410 3.268703 -0.246 0.346 -0.860
O -7.261657 2.483076 3.793528 0.101 -1.028 0.109
O -7.437638 -0.006351 4.099505 -0.030 0.759 -0.116
O -6.296239 0.946512 2.114159 -0.491 0.366 0.717
H -7.035749 -0.463581 0.817795 0.010 0.043 -0.039
H -6.348480 0.981972 0.035711 0.104 0.076 0.257
H -9.023563 0.837588 0.274255 0.253 0.209 0.491
H -8.226797 2.363704 0.739489 0.048 -0.055 -0.010
C 5.970274 1.750269 -4.401980 0.060 0.287 -0.424
C 5.577089 2.921747 -3.517393 0.528 -0.114 0.316
O 4.196617 2.711701 -3.217915 -0.182 -0.503 -0.487
S 3.905363 1.115700 -3.152945 0.057 -0.396 0.465
O 3.943334 0.710094 -1.782745 -0.284 0.469 -1.118
O 2.807084 0.822444 -4.020687 0.522 0.269 0.656
O 5.275228 0.623383 -3.866113 -0.445 0.398 0.524
H 5.632224 1.901802 -5.431245 0.020 0.052 0.030
H 7.044599 1.572574 -4.396341 -0.160 -0.153 0.143
H 5.721578 3.882199 -4.010652 -0.242 -0.064 0.023
H 6.133405 2.909452 -2.576082 0.066 0.014 -0.098
C 9.469002 6.305864 -2.548691 -0.475 0.427 -0.084
C 8.964797 5.752262 -1.227999 0.516 0.391 0.286
O 8.580746 4.405501 -1.516344 0.159 -0.258 -0.924
S 9.544992 3.816150 -2.677621 0.117 0.308 0.380
O 10.585238 3.054487 -2.058232 -0.644 0.297 -0.708
O 8.721180 3.292685 -3.723939 0.498 0.053 0.648
O 10.173840 5.225780 -3.167700 -0.121 -0.819 0.450
H 8.638156 6.588336 -3.201096 0.015 0.024 0.063
H 10.127339 7.160707 -2.411474 0.022 -0.425 -0.124
H 8.121430 6.317636 -0.834731 -0.066 -0.253 -0.096
H 9.762909 5.724060 -0.480914 -0.040 0.080 -0.029
C 13.378963 8.944046 -0.960052 0.651 0.357 0.122
C 12.787894 9.730418 0.197363 0.105 -0.580 0.377
O 11.719770 10.487393 -0.378132 -0.150 -0.240 -0.914
S 11.071859 9.644209 -1.599772 0.484 0.386 0.269
O 9.910023 8.964634 -1.109373 0.502 0.423 -0.527
O 11.050938 10.475086 -2.761755 -0.344 -0.553 0.763
O 12.260582 8.555998 -1.762240 -0.840 0.303 0.296
H 14.034113 9.571488 -1.569883 0.001 -0.032 0.067
H 13.929349 8.065960 -0.623485 -0.211 -0.046 -0.137
H 13.516480 10.388742 0.668121 -0.188 0.138 -0.161
H 12.361246 9.062829 0.951201 0.089 0.013 -0.012
C -1.081323 -10.574093 -0.593824 -0.259 0.453 -0.441
C -0.466384 -11.354755 -1.744765 -0.320 -0.445 0.223
O 0.918243 -11.006226 -1.729804 0.051 0.454 0.536
S 1.377091 -10.726896 -0.199146 -0.086 0.201 0.148
O 1.991915 -11.916143 0.308187 -0.233 0.820 -0.174
O 2.004034 -9.445237 -0.139774 -0.139 -1.013 -0.099
O -0.103476 -10.607863 0.447376 0.649 -0.479 -0.361
H -1.250554 -9.529616 -0.869576 -0.063 -0.056 -0.006
H -2.017607 -11.013590 -0.250695 0.195 -0.007 0.183
H -0.915463 -11.103132 -2.704803 0.259 0.121 0.022
H -0.545616 -12.433128 -1.577718 -0.066 0.035 -0.017
C 16.473762 5.736747 -1.941316 0.172 0.153 -0.620
C 17.951532 5.531292 -1.652350 -0.137 -0.653 0.019
O 18.292016 6.559852 -0.719999 -0.745 0.519 0.173
S 17.007139 6.873471 0.215744 0.247 -0.391 -0.025
O 17.153037 6.148273 1.439041 -0.284 0.756 -0.668
O 16.749037 8.280435 0.173272 0.151 -0.764 0.233
O 15.896000 6.117324 -0.690509 0.555 0.143 0.534
H 16.319772 6.554072 -2.651042 0.030 -0.061 -0.007
H 15.997728 4.833158 -2.321166 -0.089 0.073 0.256
H 18.564887 5.606991 -2.549167 0.037 0.232 0.174
H 18.129594 4.565831 -1.170777 -0.031 0.014 -0.085
C -11.200558 -2.693551 2.474584 -0.270 -0.606 0.155
C -10.455272 -3.422007 1.369369 0.603 0.048 0.451
O -10.981987 -2.883681 0.153552 -0.672 0.771 0.087
S -11.385405 -1.334352 0.392238 0.257 -0.545 0.504
O -10.311354 -0.511018 -0.076268 -1.257 -0.593 0.002
O -12.739464 -1.148006 -0.029277 0.792 0.128 -0.093
O -11.341226 -1.349133 2.009447 0.250 0.133 -0.965
H -12.200762 -3.110773 2.618857 0.058 -0.010 0.003
H -10.659641 -2.714607 3.420225 0.006 0.272 -0.127
H -10.602770 -4.500267 1.408426 -0.133 0.121 -0.241
H -9.385003 -3.200565 1.401798 -0.048 -0.060 0.061
C -15.487642 1.251859 -1.155737 -0.272 -0.610 0.157
C -14.741155 0.517531 -2.255575 0.633 -0.006 0.441
O -15.253360 1.058265 -3.476416 -0.648 0.756 0.138
S -15.645106 2.611765 -3.240668 0.024 -0.431 0.233
O -14.557248 3.422625 -3.698427 -0.778 -0.117 0.185
O -16.993405 2.810069 -3.671340 0.963 0.056 0.007
O -15.612610 2.597244 -1.621499 0.295 0.120 -0.841
H -16.492439 0.843302 -1.018515 0.053 -0.007 -0.001
H -14.953428 1.225140 -0.206497 0.019 0.226 -0.135
H -14.898086 -0.559260 -2.216971 -0.099 0.123 -0.209
H -13.669565 0.729908 -2.214652 -0.052 -0.082 0.085
C -11.325071 5.903195 -3.536899 -0.405 -0.462 -0.241
C -12.311216 6.027053 -2.388062 -0.220 0.584 -0.240
O -11.664883 5.401650 -1.277538 0.807 -0.295 -0.246
S -10.064532 5.624313 -1.401666 -0.196 0.183 -0.067
O -9.699809 6.739897 -0.583913 0.047 -0.849 -0.486
O -9.422631 4.350036 -1.302764 -0.315 0.787 0.208
O -10.036668 6.101896 -2.950009 -0.095 0.055 0.826
H -11.350481 4.900951 -3.972649 -0.069 0.055 0.008
H -11.506102 6.641759 -4.317388 0.230 0.044 0.143
H -13.262475 5.541344 -2.603166 0.165 -0.189 0.171
H -12.488111 7.075165 -2.129828 0.002 -0.028 -0.069
```
Forces are in eV/Å.

The calculation puts the HOMO energy at -4.38 eV. Its charge is -1.